# C64H160O32

A 16-piece molecular cluster, C64H160O32 overall in a non-equilibrium geometry (wB97M-V/def2-TZVPD, OMol25).

Each line ends with the Mulliken charge.
Geometry (Å):
C (15.39579, -10.55620, 23.68847)  0.678
O (15.85644, -11.44827, 24.66252)  -0.360
C (16.66486, -12.52205, 24.05940)  1.110
C (17.57041, -13.16754, 25.10634)  -0.868
O (18.57484, -12.27390, 25.52759)  -0.350
C (19.63344, -12.10786, 24.56940)  -0.568
H (14.55854, -10.91654, 23.10336)  -0.298
H (16.15500, -10.32546, 22.93961)  0.118
H (15.11141, -9.63948, 24.14541)  -0.546
H (17.27674, -12.05353, 23.28707)  -0.133
H (16.00686, -13.25678, 23.56235)  -0.504
H (18.02621, -14.06366, 24.69509)  0.403
H (16.95561, -13.36534, 25.99882)  0.258
H (20.12963, -13.07025, 24.47499)  0.323
H (20.37058, -11.48789, 25.07780)  0.255
H (19.25546, -11.61099, 23.65773)  0.144
C (12.22405, -11.41852, 21.60364)  0.118
O (12.45926, -12.61372, 22.36195)  0.260
C (13.50469, -13.49046, 21.84397)  0.338
C (13.54151, -14.80402, 22.56342)  -0.533
O (12.57037, -15.78247, 22.16072)  -0.559
C (11.30971, -15.66490, 22.85777)  -0.008
H (13.01336, -10.69450, 21.88182)  -0.275
H (11.24453, -11.03608, 21.79179)  -0.205
H (12.19531, -11.63203, 20.56689)  0.509
H (14.48672, -13.04878, 22.05115)  -0.448
H (13.40074, -13.75748, 20.79186)  0.391
H (13.50663, -14.56801, 23.62635)  0.004
H (14.48807, -15.33741, 22.41733)  0.453
H (10.70404, -16.55199, 22.60082)  0.272
H (10.82564, -14.72572, 22.68864)  -0.113
H (11.53986, -15.74842, 23.89630)  0.091
C (10.79108, -7.84743, 30.88893)  -0.538
O (10.39482, -8.88262, 31.73085)  -0.019
C (9.02785, -9.09788, 31.88070)  1.157
C (8.41490, -8.40539, 33.05655)  -1.017
O (8.38869, -7.02680, 32.83913)  -0.294
C (8.29101, -6.22831, 33.97872)  -0.815
H (10.07575, -6.97763, 30.99819)  0.273
H (10.73539, -8.10135, 29.84731)  0.006
H (11.79265, -7.47696, 31.15688)  0.219
H (9.03096, -10.14309, 32.07100)  -0.859
H (8.43337, -8.87406, 31.01033)  0.260
H (9.03736, -8.56307, 33.93386)  0.508
H (7.36752, -8.78720, 33.18010)  0.301
H (7.39051, -6.44321, 34.61347)  0.285
H (8.16124, -5.20503, 33.58656)  0.251
H (9.15753, -6.34865, 34.65088)  0.322
C (15.79219, -11.39304, 33.29730)  -0.431
O (14.92283, -10.24276, 33.42070)  -0.516
C (13.56829, -10.25704, 33.00749)  0.426
C (12.69042, -10.99498, 34.00831)  -0.071
O (12.96683, -12.39884, 34.04974)  -0.065
C (12.29631, -13.00121, 35.10978)  -0.683
H (16.12162, -11.33793, 32.26233)  0.187
H (15.18057, -12.31925, 33.38955)  0.128
H (16.61812, -11.28330, 34.01153)  0.253
H (13.40175, -10.62341, 31.94249)  -0.271
H (13.23597, -9.21527, 32.90017)  0.200
H (11.59449, -10.91968, 33.71871)  -0.108
H (12.86631, -10.52222, 34.98065)  0.419
H (12.23293, -14.05559, 34.91456)  0.273
H (11.26377, -12.57155, 35.20752)  0.082
H (12.81756, -12.89830, 36.03998)  0.338
C (7.32544, -9.00036, 24.80707)  0.693
O (6.48778, -8.71166, 23.72191)  -0.345
C (5.99417, -7.37584, 23.70850)  -0.329
C (5.10631, -7.06403, 24.89262)  -0.487
O (3.98528, -7.91906, 24.89272)  -0.299
C (3.06234, -7.72854, 25.98162)  -0.752
H (8.32517, -8.58465, 24.65319)  -0.495
H (7.40288, -10.08165, 24.84002)  -0.358
H (7.00714, -8.68742, 25.79377)  0.283
H (5.40192, -7.32258, 22.79584)  0.409
H (6.83622, -6.67834, 23.66286)  0.201
H (4.78852, -5.98720, 24.89271)  0.462
H (5.70386, -7.21875, 25.81904)  0.148
H (2.61671, -6.73453, 25.99054)  0.329
H (3.42586, -8.05317, 26.95798)  0.245
H (2.27860, -8.43125, 25.68131)  0.265
C (18.75754, -5.62413, 24.58316)  -0.613
O (17.59908, -5.84536, 25.33418)  -0.358
C (17.41218, -7.22290, 25.66515)  -0.682
C (16.18331, -7.34177, 26.46298)  -0.517
O (15.03704, -7.69288, 25.63355)  0.157
C (14.68043, -6.58812, 24.78935)  -0.578
H (18.71094, -4.56061, 24.23975)  0.259
H (18.73042, -6.24816, 23.64356)  0.170
H (19.68839, -5.96548, 25.11044)  0.278
H (18.27461, -7.44997, 26.32278)  0.618
H (17.35920, -7.85000, 24.72340)  0.028
H (15.93000, -6.45548, 27.04672)  0.458
H (16.29883, -8.21925, 27.08700)  0.261
H (14.54046, -5.73280, 25.43337)  0.387
H (13.73667, -6.89404, 24.31463)  -0.435
H (15.45123, -6.41887, 24.02648)  0.325
C (10.51506, -11.34323, 29.71256)  -0.116
O (10.74976, -10.21880, 28.77580)  0.281
C (9.70915, -10.19865, 27.80523)  -1.394
C (10.26484, -9.44560, 26.65025)  1.990
O (11.15249, -10.22723, 25.86505)  1.660
C (11.92928, -9.44237, 25.01041)  1.013
H (11.11673, -11.20154, 30.60847)  -0.373
H (10.75247, -12.27923, 29.20504)  0.122
H (9.45864, -11.45494, 30.05387)  0.201
H (8.84974, -9.69711, 28.19798)  0.351
H (9.47975, -11.20755, 27.54914)  -0.469
H (10.79672, -8.59915, 27.00106)  -0.920
H (9.45481, -9.09132, 25.98332)  -1.161
H (12.66437, -10.10190, 24.52886)  -0.601
H (12.39182, -8.62765, 25.54054)  -0.290
H (11.32283, -8.91601, 24.25791)  -0.579
C (8.08551, -14.12049, 29.74857)  -0.505
O (7.75209, -12.94618, 29.05955)  0.724
C (6.82244, -13.13797, 27.98834)  0.171
C (5.38543, -13.20342, 28.46420)  -0.836
O (5.03498, -12.15312, 29.26739)  -0.242
C (4.91411, -10.88585, 28.61525)  -0.820
H (8.39254, -14.96050, 29.09340)  0.169
H (7.26409, -14.40492, 30.40212)  0.382
H (8.88525, -13.89829, 30.45141)  -0.319
H (7.06858, -14.01876, 27.38225)  0.511
H (7.06772, -12.26826, 27.37540)  -0.627
H (5.15452, -14.14446, 29.02176)  0.228
H (4.77647, -13.19379, 27.52639)  0.397
H (4.02904, -10.89553, 27.98870)  0.383
H (5.78899, -10.60859, 28.02834)  0.269
H (4.79340, -10.15816, 29.41872)  0.337
C (9.61796, -11.99061, 23.92783)  1.120
O (8.76337, -13.06730, 23.52787)  0.358
C (7.40501, -12.95742, 24.01781)  0.945
C (6.72776, -14.25094, 23.76412)  -0.964
O (7.31441, -15.12429, 24.69606)  0.106
C (7.15012, -16.46320, 24.38097)  -1.231
H (10.60814, -12.23950, 23.59803)  -1.181
H (9.56397, -11.91314, 25.01798)  0.190
H (9.28072, -11.03533, 23.54619)  -0.041
H (6.90395, -12.15470, 23.51421)  0.218
H (7.47466, -12.70400, 25.07122)  -0.910
H (7.10333, -14.59594, 22.79148)  0.023
H (5.64068, -14.19132, 23.78679)  0.424
H (7.66489, -16.75933, 23.47351)  0.378
H (6.09843, -16.74292, 24.25215)  0.351
H (7.53715, -17.06982, 25.16709)  0.326
C (12.96251, -6.80925, 28.15840)  0.433
O (12.25344, -5.62040, 27.81346)  0.360
C (12.87488, -4.43629, 28.21917)  -0.659
C (11.85829, -3.28872, 28.22057)  -0.629
O (11.58584, -2.99479, 26.83780)  -0.214
C (10.65502, -1.93047, 26.64643)  -0.958
H (12.23162, -7.66870, 28.16552)  -0.779
H (13.42927, -6.63821, 29.13808)  0.715
H (13.74088, -6.97706, 27.38409)  -0.353
H (13.69211, -4.12067, 27.57578)  0.200
H (13.25061, -4.49018, 29.26960)  0.380
H (12.32959, -2.42939, 28.73931)  0.442
H (10.91580, -3.59352, 28.73143)  0.300
H (10.53388, -1.71201, 25.55102)  0.225
H (10.93532, -1.04553, 27.18792)  0.388
H (9.68933, -2.24062, 27.04397)  0.351
C (11.22396, -16.09788, 28.56588)  -0.684
O (10.12162, -15.64757, 27.76575)  -0.227
C (10.47569, -15.55401, 26.39417)  -1.279
C (11.19464, -14.29478, 26.07360)  3.602
O (12.55233, -14.30307, 26.36249)  -0.739
C (13.05454, -13.06234, 25.93715)  0.346
H (11.52564, -17.07208, 28.19199)  0.381
H (10.87412, -16.11892, 29.60985)  0.220
H (12.10324, -15.42876, 28.49981)  0.180
H (9.50606, -15.52101, 25.87084)  -0.213
H (11.02548, -16.37722, 25.94743)  0.713
H (10.65942, -13.47119, 26.53799)  -0.861
H (11.08476, -14.08134, 24.97718)  -1.064
H (12.90615, -12.98562, 24.86443)  -0.273
H (14.13522, -12.91582, 26.15835)  -0.007
H (12.52897, -12.25141, 26.40783)  -0.113
C (8.92282, -5.76343, 26.10588)  -0.303
O (9.37831, -5.86488, 24.79244)  -0.202
C (10.79368, -5.72446, 24.64113)  1.304
C (11.12177, -5.14362, 23.27946)  -1.481
O (10.86453, -6.15729, 22.33117)  0.244
C (10.99943, -5.65601, 21.04063)  -0.994
H (7.84845, -5.85532, 26.12100)  0.305
H (9.19300, -4.81735, 26.55193)  0.039
H (9.47626, -6.43863, 26.78150)  0.013
H (11.25459, -6.70108, 24.76009)  -0.602
H (11.16466, -4.99455, 25.37449)  -0.033
H (12.16975, -4.92176, 23.29238)  0.380
H (10.52511, -4.29208, 23.13172)  0.651
H (10.44801, -4.70630, 20.92682)  0.337
H (10.60674, -6.41699, 20.35592)  0.233
H (12.08307, -5.47164, 20.80915)  0.292
C (17.00900, -11.39876, 20.66512)  -0.578
O (17.69740, -10.35234, 21.15662)  -0.214
C (17.48366, -9.09578, 20.65997)  -1.173
C (16.34089, -8.28217, 21.24765)  0.290
O (15.14814, -8.96238, 20.83990)  -0.407
C (13.98488, -8.27955, 21.21724)  -0.354
H (16.51535, -11.29738, 19.70234)  0.330
H (16.16285, -11.57841, 21.33521)  0.215
H (17.67192, -12.26867, 20.69142)  0.283
H (17.33592, -9.08397, 19.54426)  0.329
H (18.37169, -8.56558, 20.85975)  0.446
H (16.26136, -7.23009, 20.93122)  0.623
H (16.45104, -8.31551, 22.31939)  -0.198
H (13.09162, -8.60665, 20.62423)  0.300
H (14.12320, -7.18322, 21.12198)  0.277
H (13.65589, -8.47638, 22.25042)  -0.028
C (9.57346, -13.79954, 33.28270)  -0.482
O (9.34750, -12.39807, 33.36740)  0.276
C (8.49644, -12.04407, 34.44492)  -0.521
C (7.02631, -12.26022, 34.14971)  -0.809
O (6.67015, -11.29366, 33.16991)  -0.390
C (6.62426, -11.77342, 31.83273)  -0.134
H (10.41289, -13.82899, 32.54751)  -0.365
H (8.69375, -14.29769, 32.89442)  0.281
H (9.84488, -14.20745, 34.27378)  0.438
H (8.61848, -10.94979, 34.56476)  -0.009
H (8.74509, -12.53244, 35.38153)  0.614
H (6.49188, -11.99878, 35.05700)  0.456
H (6.85465, -13.25545, 33.76280)  0.288
H (6.32524, -10.96891, 31.17178)  -0.110
H (5.88810, -12.61060, 31.73655)  0.472
H (7.61085, -12.15543, 31.48725)  -0.129
C (14.38978, -10.19123, 27.95222)  0.226
O (14.08852, -10.83990, 29.19193)  -0.666
C (13.89412, -12.23929, 29.03262)  0.522
C (13.59897, -12.81248, 30.38302)  0.298
O (13.30398, -14.18803, 30.25731)  -0.156
C (13.43852, -14.86757, 31.46799)  -0.761
H (14.56765, -9.12338, 28.11993)  -0.069
H (13.61617, -10.30780, 27.24340)  0.078
H (15.33698, -10.65381, 27.59183)  0.237
H (14.77086, -12.68864, 28.58350)  0.688
H (13.07343, -12.53323, 28.38793)  -0.738
H (12.83380, -12.28854, 30.91917)  -0.631
H (14.54934, -12.74508, 31.01712)  0.024
H (13.23756, -15.91239, 31.28739)  0.359
H (12.82104, -14.52024, 32.29491)  0.118
H (14.49387, -14.83624, 31.86360)  0.290
C (9.10346, -8.54474, 21.65527)  -0.134
O (9.01234, -9.88524, 21.39885)  -0.182
C (7.76518, -10.34656, 20.99926)  -0.455
C (7.91193, -11.85651, 20.58168)  0.370
O (6.62463, -12.48960, 20.62819)  -0.396
C (6.67844, -13.78174, 20.10501)  -0.632
H (8.63965, -8.28864, 22.64437)  0.001
H (8.62264, -7.90328, 20.89140)  0.536
H (10.15603, -8.28693, 21.71026)  -0.500
H (7.40713, -9.69879, 20.14540)  0.557
H (7.04026, -10.30777, 21.84126)  -0.075
H (8.53290, -12.33228, 21.30094)  -0.454
H (8.31774, -11.95839, 19.54695)  0.502
H (7.53307, -14.27773, 20.63002)  0.173
H (6.88637, -13.76802, 19.00336)  0.284
H (5.78525, -14.28206, 20.41025)  0.269

Values from the calculation:
energy relative to the best compared isomer or geometry (same formula, charge and spin) = 0.00 kcal/mol
spin multiplicity = 1
E_HOMO = -8.9 eV
electronic energy = -4941.361648 a.u.
LUMO energy = 0.55 eV